# 1
The following is a quantum chemistry calculation of 5 unconnected molecules or ions with the total composition C33H69I2N7O13P2 at a distorted geometry, from OMol25.

XYZ file:
```
126
Properties=species:S:1:pos:R:3
I 0.712 -2.333 -0.816
I 0.841 -1.943 -3.939
P 0.906 2.621 1.636
P -1.560 0.233 -0.470
O -1.912 -0.255 2.919
O -3.070 0.633 0.396
O -1.378 3.165 3.368
O -0.979 1.744 0.195
O -0.893 -0.527 0.969
O -2.619 3.337 1.532
O 1.780 2.175 0.325
O -3.384 -1.185 -12.455
O 3.028 -3.761 10.303
O -3.802 -0.136 -5.514
O 0.522 4.174 1.329
O 3.045 2.773 11.964
O 1.673 2.573 2.886
N -0.750 -0.538 -11.446
N 2.915 -1.736 8.216
N 2.919 -1.147 4.071
N -2.247 -1.787 -2.387
N -2.074 1.111 -7.459
N 3.383 1.100 9.620
N -2.753 0.985 4.856
C 2.456 -4.996 9.926
C 3.805 3.220 10.855
C 3.535 -3.815 7.129
C 0.110 -0.265 -1.358
C 1.347 0.884 -3.251
C 3.799 2.352 13.081
C -1.428 2.545 -2.324
C 4.388 2.105 9.974
C -2.407 0.407 3.921
C -1.174 -1.934 -11.588
C -0.791 0.264 2.111
C 0.487 -0.237 2.794
C -1.526 2.649 -3.896
C -2.704 -2.077 -11.589
C -0.733 1.728 1.597
C -2.260 1.314 -1.887
C -2.499 -1.355 -0.986
C -5.126 0.355 -5.515
C -3.396 -1.561 -13.816
C -0.499 -2.527 -12.822
C 0.564 -0.508 4.162
C -3.404 -0.837 -6.673
C -4.191 0.684 -8.584
C 5.593 1.398 10.589
C -2.014 3.873 -1.775
C 2.804 -0.876 2.762
C -1.695 2.858 2.194
C 0.200 -0.113 -2.916
C -3.005 0.053 -7.859
C 3.930 -2.787 8.186
C 1.683 -0.422 2.097
C 4.188 -3.390 9.576
C 1.765 -0.923 4.711
H -3.214 1.695 -1.526
H 4.726 2.578 9.048
H 0.566 -2.666 -12.633
H 3.176 2.477 13.967
H -4.595 1.539 -8.044
H -1.095 -0.168 -10.563
H -0.721 0.097 -3.438
H -3.883 1.045 -9.567
H -0.682 2.142 -4.374
H 6.133 0.845 9.819
H -2.636 4.333 -2.554
H 1.206 1.370 -4.218
H -5.810 -0.325 -6.033
H 4.870 -2.332 7.860
H 0.916 0.325 -0.924
H 1.795 -1.092 5.789
H -2.520 -1.407 -6.374
H 4.707 2.950 13.205
H -3.060 -1.835 -10.584
H 2.272 0.310 -3.315
H -3.570 -1.165 -0.907
H 5.303 0.676 11.352
H -2.489 0.731 -2.785
H 4.675 -2.624 10.188
H -5.443 0.445 -4.476
H 4.590 3.913 11.188
H -3.461 -2.646 -13.937
H 3.225 -0.979 8.826
H 2.937 0.797 10.484
H -2.307 -2.167 -0.279
H -0.356 2.482 -2.141
H 0.045 4.247 0.488
H -2.479 1.594 -6.660
H -1.452 3.692 -4.228
H 3.658 -3.388 6.133
H -0.584 -1.877 -13.692
H 2.095 -2.113 8.687
H -0.922 -3.502 -13.076
H 3.220 -5.725 9.639
H 3.110 3.800 10.245
H -0.292 -0.394 4.813
H -0.805 -2.486 -10.719
H -3.010 -3.113 -11.789
H 1.493 1.611 -2.450
H -1.243 0.007 -12.148
H 1.741 -0.214 1.039
H -5.179 1.350 -5.964
H -1.224 4.603 -1.569
H 3.705 -1.036 2.169
H -3.038 -1.608 -2.987
H -4.275 -1.107 -14.276
H -3.294 -0.053 1.032
H -2.515 -1.181 -14.339
H 6.288 2.113 11.035
H 1.910 -5.384 10.787
H -2.478 2.258 -4.264
H -4.994 -0.042 -8.734
H -1.232 0.685 -7.080
H -1.987 -2.762 -2.437
H -2.489 -0.591 -8.581
H 2.491 -4.116 7.216
H 1.741 -4.868 9.110
H 4.060 1.293 13.007
H 4.161 -4.711 7.190
H -2.663 3.705 -0.914
H -4.172 -1.570 -6.962
H 2.631 1.546 9.100
H 4.884 -4.239 9.517
H 1.735 2.890 -0.318
```

## Properties
Total charge: -2
LUMO energy: 2.945 eV

---

# 2
The following is a quantum chemistry calculation of 2 unconnected molecules or ions with the total composition C19H14F2O2S at a distorted geometry, from OMol25.

XYZ file:
```
38
Properties=species:S:1:pos:R:3
S 0.847 -2.161 1.997
F -2.527 4.430 -2.128
F 3.911 4.423 -2.225
O 0.273 -2.686 0.721
O 1.751 -3.284 2.402
C -2.669 -3.251 4.691
C 4.375 0.822 -2.044
C -1.288 -3.780 2.820
C 4.659 2.170 -2.132
C -2.989 0.825 -2.068
C 0.692 0.759 -1.912
C -1.917 -2.118 4.938
C 3.074 0.397 -1.968
C -2.244 3.104 -2.099
C -2.354 -4.089 3.638
C 1.997 1.308 -1.986
C -0.853 -1.813 4.119
C -0.555 -2.638 3.058
C -0.612 1.310 -1.977
C -1.688 0.399 -1.992
C -3.273 2.174 -2.123
C 3.629 3.098 -2.154
C -0.936 2.680 -2.032
C 2.321 2.675 -2.091
H -4.288 2.528 -2.177
H -0.243 -0.940 4.287
H -2.155 -1.464 5.764
H 5.176 0.102 -2.036
H 2.858 -0.655 -1.907
H 0.691 -0.313 -1.802
H -3.789 0.105 -2.088
H -1.015 -4.412 1.989
H 1.571 3.437 -2.128
H -1.472 -0.655 -1.954
H -0.189 3.444 -2.001
H -3.504 -3.480 5.330
H 5.675 2.523 -2.184
H -2.940 -4.976 3.454
```

## Properties
Relative energy (zero: lowest compared OMol25 entry of this formula, charge and spin): 150.35 kJ/mol
LUMO energy: -4.147 eV